{
  "formula": "C33H28Cl4N5O6Ru",
  "method": "wB97M-V/def2-TZVPD",
  "elements": ["Ru", "Cl", "Cl", "Cl", "Cl", "O", "O", "O", "O", "O", "O", "N", "N", "N", "N", "N", "C", "C", "C", "C", "C", "C", "C", "C", "C", "C", "C", "C", "C", "C", "C", "C", "C", "C", "C", "C", "C", "C", "C", "C", "C", "C", "C", "C", "C", "C", "C", "C", "C", "H", "H", "H", "H", "H", "H", "H", "H", "H", "H", "H", "H", "H", "H", "H", "H", "H", "H", "H", "H", "H", "H", "H", "H", "H", "H", "H", "H"],
  "xyz": [[-0.66850, -0.43169, 0.70232], [2.28011, 2.30104, 3.31185], [-1.75775, -4.09122, -0.60753], [-3.96745, 0.78547, -1.44941], [6.65535, -0.62672, 2.17516], [4.30845, 2.92847, -1.00955], [-1.11927, 3.84082, 0.29648], [0.87410, -2.08462, 0.13879], [-1.03472, 1.71016, -0.41398], [0.92021, 0.43195, 1.60844], [4.15020, 3.35172, -3.27720], [-2.11463, -1.12590, -0.16181], [-1.71294, -0.99256, -4.47600], [-0.72852, -1.91281, 2.47372], [0.48574, -0.03007, -1.64073], [-1.88320, 0.45405, 2.27410], [-3.63313, -3.58321, -2.45109], [-0.50768, -0.21538, -3.96218], [-0.23767, -0.81605, -2.59042], [2.07490, -2.02795, 0.39269], [2.89654, 3.32561, -2.71811], [-2.10988, 0.74977, 4.65346], [4.34759, 0.73321, 2.62545], [-1.67480, -0.02671, 3.54601], [4.94254, -0.37225, 1.99855], [2.99208, 3.07179, -1.36319], [-2.54547, 1.61335, 2.10217], [-0.60892, 2.92968, -0.32890], [-3.85853, -0.90256, -1.79444], [2.78731, -1.01640, 1.13595], [-0.31948, -3.22419, 4.90005], [2.15719, 0.11305, 1.71956], [-0.04318, -3.87396, 3.66967], [-2.87240, -3.05433, -1.42291], [1.68430, 3.51751, -3.32999], [1.88998, 2.97935, -0.55350], [-1.06578, -1.29334, 3.65517], [4.17464, -1.23637, 1.27993], [5.06258, 3.22334, -2.18412], [-2.93857, -1.68799, -1.03990], [3.00715, 0.96101, 2.50287], [-3.03039, 2.36244, 3.13853], [-2.77748, 1.91850, 4.45438], [-0.82236, -1.96249, 4.88886], [0.54421, 3.42157, -2.51845], [0.63896, 3.15440, -1.15931], [-4.51167, -2.77378, -3.16451], [-4.62401, -1.42764, -2.82414], [-0.25828, -3.16972, 2.51633], [-2.65192, 1.94085, 1.08024], [-1.91129, 0.40314, 5.65673], [-3.54446, 3.28846, 2.93157], [-5.31882, -0.77833, -3.34096], [4.95067, 1.40783, 3.21757], [-1.98895, -0.74098, -5.42402], [2.71462, -2.84860, 0.02343], [-0.14492, -3.73039, 5.84087], [-0.82732, 0.82237, -3.87629], [-5.12890, -3.19242, -3.94721], [0.32648, -4.88789, 3.62802], [-0.43532, 3.57575, -2.95583], [-1.52982, -1.99878, -4.44594], [5.75052, 2.40162, -2.38444], [-2.52183, -0.84467, -3.84448], [0.02908, 0.87756, -1.44663], [1.48104, 0.06051, -1.79237], [1.61821, 3.74911, -4.38440], [1.97094, 2.79030, 0.50718], [0.17797, -1.82687, -2.67657], [-1.05457, -1.46657, 5.81997], [-0.05423, -3.62416, 1.55785], [-3.10618, 2.50413, 5.30362], [-1.22094, -0.92642, -2.16789], [4.62206, -2.10754, 0.81781], [5.59605, 4.16746, -2.04483], [-3.54085, -4.63640, -2.67892], [0.29521, -0.29744, -4.69322]],
  "spin_multiplicity": 6,
  "e_above_lowest_ev": 3.1129,
  "fmax_ev_per_a": 0.5,
  "charge": 0,
  "homo_ev": [-4.39, -7.45]
}

***

{
  "formula": "C33H28Cl9N5O10",
  "method": "wB97M-V/def2-TZVPD",
  "elements": ["Cl", "Cl", "Cl", "Cl", "Cl", "Cl", "Cl", "Cl", "Cl", "O", "O", "O", "O", "O", "O", "O", "O", "O", "O", "N", "N", "N", "N", "N", "C", "C", "C", "C", "C", "C", "C", "C", "C", "C", "C", "C", "C", "C", "C", "C", "C", "C", "C", "C", "C", "C", "C", "C", "C", "C", "C", "C", "C", "C", "C", "C", "C", "H", "H", "H", "H", "H", "H", "H", "H", "H", "H", "H", "H", "H", "H", "H", "H", "H", "H", "H", "H", "H", "H", "H", "H", "H", "H", "H", "H"],
  "xyz": [[6.34289, 2.47055, 4.80474], [4.34197, 0.90390, 6.28022], [2.76047, -0.00198, -2.49389], [2.98695, -2.92079, -2.67891], [3.40241, -1.67831, -0.22850], [7.31554, 0.50900, -1.35375], [6.31399, 2.04388, 1.01169], [6.31402, 3.19875, -1.80791], [6.35790, -0.46072, 4.75018], [-7.44870, -5.02983, 3.59705], [-5.25039, 4.02110, 2.49513], [1.91123, 4.14018, -1.84534], [-0.90429, -2.77928, 1.75113], [-0.24312, -2.68526, -0.35727], [-2.22330, -0.03338, -2.76959], [-6.79666, -7.02778, 3.36201], [2.43468, 4.17417, 0.26882], [-3.44496, -1.84393, -2.42647], [-4.98870, 4.05277, 0.34607], [-2.43154, -1.26765, -2.82181], [2.62536, 4.52592, -0.89575], [-6.70248, -5.86531, 3.11073], [-0.23380, -2.27163, 0.81116], [-4.97073, 3.50636, 1.43388], [4.42335, 5.94772, -0.10457], [0.41502, -1.00600, 1.08562], [-3.85407, 1.59114, 0.34043], [-4.63666, 1.46285, 2.65914], [0.35227, -0.02470, 0.07188], [6.02301, 1.01521, 5.70999], [-0.52905, -4.00260, -4.47435], [0.52400, -3.26372, -5.03207], [-4.41012, 2.11447, 1.45412], [1.29429, 1.44508, 1.59844], [-5.72652, -5.42289, 2.10873], [-5.02333, -6.36051, 1.40385], [-1.30973, -1.99773, -3.53922], [-0.22140, -1.28123, -4.02661], [4.97136, 6.74708, -2.66321], [6.18358, 1.74553, -0.75617], [0.84625, 1.24900, 0.31504], [2.44420, -1.59786, -1.73380], [-3.47945, -0.41142, 1.64654], [5.69726, 7.27419, -1.64130], [-4.09487, -4.54809, 0.11546], [-3.33367, 0.27229, 0.44519], [1.36995, 0.46153, 2.60022], [3.65361, 5.50007, -1.16118], [-4.16978, -5.88806, 0.46586], [-4.15860, 0.17596, 2.77378], [-1.49685, -3.33180, -3.72198], [5.41546, 6.84851, -0.32792], [3.94651, 5.82417, -2.44148], [0.69300, -1.88011, -4.79829], [-5.70839, -4.08029, 1.76228], [0.87111, -0.82367, 2.35655], [-4.87845, -3.62810, 0.77347], [-3.09481, -1.41604, 1.62239], [-3.56068, -6.54475, -0.13622], [6.55355, 7.88108, -1.79284], [-0.13475, -0.29717, -0.86938], [-4.81913, -2.56370, 0.43674], [-5.19347, -7.40309, 1.57029], [-0.18282, -0.22729, -3.77300], [1.99178, 0.69765, 3.51197], [-3.71771, 2.07296, -0.59795], [-3.00273, -0.33319, -0.39406], [4.24028, 5.53771, 0.81751], [-2.34622, -3.79851, -3.23944], [0.83024, 2.12048, -0.32247], [1.78870, 2.36490, 1.89522], [-5.24729, 1.83459, 3.43105], [6.64601, 1.06937, 6.60443], [3.39484, 5.29940, -3.21475], [-0.67745, -5.05698, -4.66169], [0.84100, -1.65636, 3.09712], [1.39289, -1.61887, -1.50870], [5.24783, 6.89927, -3.69596], [-3.51889, -4.30090, -0.76441], [-6.33562, -3.41885, 2.39037], [1.38694, -1.27540, -5.36021], [6.04740, 7.14898, 0.47523], [1.15197, -3.71801, -5.82172], [5.21044, 1.31420, -0.93712], [-4.45437, -0.41823, 3.62955]],
  "fmax_ev_per_a": 2.9,
  "charge": 0,
  "homo_ev": -9.79,
  "smiles": "O=[N+]([O-])c1ccccc1.O=[N+]([O-])c1ccccc1.O=[N+]([O-])c1ccccc1.O=[N+]([O-])c1ccccc1.O=[N+]([O-])c1ccccc1.ClC(Cl)Cl.ClC(Cl)Cl.ClC(Cl)Cl"
}

***

{
  "formula": "C33H28N5O4ReS2",
  "method": "wB97M-V/def2-TZVPD",
  "elements": ["Re", "S", "S", "O", "O", "O", "O", "N", "N", "N", "N", "N", "C", "C", "C", "C", "C", "C", "C", "C", "C", "C", "C", "C", "C", "C", "C", "C", "C", "C", "C", "C", "C", "C", "C", "C", "C", "C", "C", "C", "C", "C", "C", "C", "C", "H", "H", "H", "H", "H", "H", "H", "H", "H", "H", "H", "H", "H", "H", "H", "H", "H", "H", "H", "H", "H", "H", "H", "H", "H", "H", "H", "H"],
  "xyz": [[-0.72626, 0.07810, 0.86241], [3.83623, 0.22019, 0.90029], [1.92155, 0.24346, 3.13447], [-1.46045, -3.50953, 2.75141], [3.18133, 0.07132, -3.01373], [-0.58072, -0.01654, -1.02991], [-1.52909, 3.52873, 2.97884], [-0.96380, 2.08105, 1.38447], [-1.32610, 0.01334, 2.87261], [-0.98292, -1.95383, 1.23436], [1.22778, 0.23619, 0.54791], [1.64236, 0.28061, -0.78508], [-0.33886, -0.40499, -5.14560], [0.21618, -3.31875, -0.47022], [-1.97056, 1.15806, 4.84245], [-2.78493, 2.48950, -0.76860], [1.16555, -3.85642, -2.61358], [-2.15436, -0.08053, 5.45954], [0.92164, -0.41863, -5.76542], [-1.12325, -4.28424, 1.51357], [2.01477, -0.07220, -3.65756], [2.07822, -0.25636, -5.04017], [-1.93843, -1.27300, 4.76293], [0.64276, 0.08188, -1.59741], [-1.74114, 3.38677, -0.57838], [-3.31380, 3.52326, -2.86895], [-0.88753, 3.37910, 0.66526], [1.48724, -3.02353, 0.01539], [2.21394, 0.23444, 1.43218], [-1.49242, 4.36215, -1.54019], [4.54139, 0.46937, 2.55758], [-1.52212, -1.17958, 3.45117], [-1.30097, -2.26813, 2.45885], [-1.33214, 2.31221, 2.61185], [2.59112, -3.13122, -0.81661], [-0.41615, -0.22738, -3.79099], [3.63762, -0.20321, 3.56966], [0.05833, -3.74466, -1.78391], [2.42871, -3.54063, -2.13472], [-3.56856, 2.55066, -1.91331], [-0.99412, -3.20609, 0.41574], [-1.35666, 4.37424, 1.75784], [0.75697, -0.05865, -3.01566], [-1.55194, 1.15903, 3.52623], [-2.27962, 4.43063, -2.67903], [-2.33740, 4.79608, 1.55361], [-2.48651, -0.11883, 6.48914], [3.57990, -2.90745, -0.43888], [-1.93339, -4.99010, 1.36433], [0.98856, -0.55609, -6.83672], [5.53487, 0.02161, 2.55864], [0.16288, 3.53436, 0.40981], [-4.38526, 1.85482, -2.04897], [1.62707, -2.73535, 1.05450], [3.72145, -1.28836, 3.54430], [-2.10050, -2.23712, 5.22642], [3.04988, -0.26190, -5.51404], [-2.08337, 5.19179, -3.42142], [3.81714, 0.15577, 4.58188], [-3.04835, 1.75595, -0.00648], [-1.89544, -3.15804, -0.19816], [-0.18878, -4.79654, 1.72993], [1.04018, -4.18982, -3.63460], [-1.23504, -0.53157, -5.73542], [-0.92716, -3.97790, -2.16961], [3.28987, -3.62762, -2.78334], [-2.15827, 2.08663, 5.36508], [-0.67765, 5.06537, -1.41092], [4.63339, 1.54079, 2.73062], [-1.37658, -0.21098, -3.29461], [3.02915, 0.21954, -2.06941], [-0.64109, 5.14825, 2.01467], [-3.92634, 3.58049, -3.75832]],
  "spin_multiplicity": 4,
  "fmax_ev_per_a": 0.5,
  "charge": 3,
  "homo_ev": [-15.43, -15.41]
}